(1)
The following is a DFT calculation (ωB97M-V/def2-TZVPD) of a structure of composition C46H43F5N10O2S3TeTi.

The charge is +2. As for the highest occupied orbital energy: -12.97 eV. The calculation puts the relative energy (zero: lowest compared OMol25 entry of this formula, charge and spin) at 48.9 kcal/mol. As for the orbital gap: 0.2621 Eh. As for the spin multiplicity: 1.

Each line ends with the Mulliken charge.
CARTESIAN COORDINATES (ANGSTROEM)
Ti1 -0.301 -1.117 1.842  -0.35
N1 -1.014 0.601 1.376  1.06
S1 -0.691 1.986 0.973  1.01
N2 -1.079 2.356 -0.565  -0.06
S2 -0.141 1.987 -1.751  1.45
N3 0.687 0.676 -1.739  -0.05
S3 0.123 -0.814 -1.405  0.86
N4 0.257 -1.251 0.002  0.17
C1 -1.499 -0.913 -2.114  1.74
C2 -1.643 -1.240 -3.459  -1.19
C3 -2.918 -1.284 -3.996  -1.08
C4 -4.020 -1.009 -3.199  -1.00
C5 -3.857 -0.670 -1.862  -0.95
C6 -2.590 -0.619 -1.306  0.11
C7 1.153 -1.797 -2.449  0.39
C8 1.912 -1.254 -3.476  -0.24
C9 2.651 -2.113 -4.275  -0.86
C10 2.610 -3.483 -4.051  -0.81
C11 1.838 -4.009 -3.021  -1.00
C12 1.106 -3.164 -2.205  -0.54
C13 1.087 3.229 -2.009  0.58
C14 2.437 2.915 -2.040  -0.11
C15 3.343 3.949 -2.231  -0.88
C16 2.893 5.252 -2.389  -0.62
C17 1.533 5.543 -2.355  -0.78
C18 0.615 4.528 -2.162  -1.27
C19 -1.209 2.090 -3.150  0.77
C20 -2.581 2.204 -2.996  -0.21
C21 -3.365 2.238 -4.141  -0.78
C22 -2.774 2.165 -5.394  -0.66
C23 -1.393 2.054 -5.525  -0.79
C24 -0.595 2.013 -4.396  -0.97
C25 -1.666 3.159 1.851  0.19
C26 -1.697 2.958 3.227  -0.54
C27 -2.405 3.859 4.004  -0.89
C28 -3.070 4.923 3.406  -0.66
C29 -3.030 5.101 2.029  -0.85
C30 -2.315 4.217 1.234  -0.22
C31 0.993 2.504 1.213  1.03
C32 2.014 1.571 1.103  0.18
C33 3.324 2.000 1.238  -1.20
C34 3.600 3.340 1.469  -0.93
C35 2.568 4.266 1.559  -0.93
C36 1.252 3.854 1.435  -0.66
H1 -0.786 -1.486 -4.071  0.56
H2 -3.050 -1.563 -5.032  0.51
H3 -5.015 -1.068 -3.621  0.45
H4 -4.720 -0.451 -1.246  0.52
H5 -2.449 -0.335 -0.275  0.30
H6 1.930 -0.187 -3.642  0.31
H7 3.256 -1.712 -5.077  0.51
H8 3.181 -4.148 -4.686  0.45
H9 1.800 -5.078 -2.858  0.53
H10 0.501 -3.556 -1.397  0.38
H11 2.766 1.894 -1.913  0.50
H12 4.402 3.731 -2.259  0.52
H13 3.607 6.050 -2.544  0.46
H14 1.190 6.561 -2.486  0.49
H15 -0.448 4.739 -2.141  0.34
H16 -3.021 2.252 -2.010  0.48
H17 -4.439 2.325 -4.049  0.53
H18 -3.393 2.199 -6.281  0.45
H19 -0.940 2.004 -6.505  0.49
H20 0.482 1.936 -4.483  0.32
H21 -1.181 2.118 3.677  0.43
H22 -2.434 3.731 5.078  0.51
H23 -3.623 5.623 4.019  0.42
H24 -3.553 5.930 1.572  0.49
H25 -2.267 4.344 0.162  0.36
H26 1.806 0.533 0.893  0.43
H27 4.130 1.281 1.170  0.59
H28 4.625 3.666 1.584  0.48
H29 2.785 5.310 1.741  0.53
H30 0.445 4.569 1.522  0.56
N5 -3.198 -0.268 5.600  -0.38
C37 -2.906 -0.669 4.361  0.36
N6 -3.833 -1.266 3.611  -0.34
O1 -1.757 -0.441 3.863  0.17
H31 -4.043 -0.552 6.064  0.21
H32 -2.465 0.160 6.143  0.19
H33 -4.759 -1.454 3.953  0.23
H34 -3.527 -1.678 2.742  0.01
N7 -1.874 -2.344 1.418  0.92
C38 -1.939 -3.334 0.783  0.64
C39 -1.935 -4.454 0.021  -0.04
C40 -2.088 -4.316 -1.391  0.17
N8 -2.172 -4.169 -2.530  -0.49
C41 -1.610 -5.704 0.631  -0.12
N9 -1.347 -6.699 1.145  -0.50
C42 2.384 -5.804 1.518  -1.54
C43 3.149 -4.493 1.762  2.04
C44 3.903 -4.542 3.099  -1.76
C45 4.105 -4.192 0.600  -1.44
C46 2.153 -3.413 1.834  -0.24
N10 1.367 -2.581 1.880  0.10
H35 3.104 -6.621 1.471  0.46
H36 1.835 -5.776 0.575  0.27
H37 1.680 -6.011 2.322  0.39
H38 4.628 -5.355 3.058  0.46
H39 3.221 -4.725 3.928  0.38
H40 4.438 -3.611 3.285  0.36
H41 4.828 -5.003 0.526  0.44
H42 4.649 -3.262 0.767  0.39
H43 3.567 -4.122 -0.347  0.20
F1 -0.480 -2.350 3.603  -0.62
Te1 0.306 -0.947 4.856  1.48
F2 -0.649 -1.788 6.180  -0.36
F3 1.734 -0.217 5.786  -0.34
F4 -0.452 0.625 5.607  -0.49
F5 1.485 -2.392 4.905  -0.39
O2 0.768 -0.246 3.224  -0.18

=====

(2)
The following is a DFT calculation (ωB97M-V/def2-TZVPD) of a structure of composition C46H44As2F5N4O8STi.

The charge is -1. As for the highest occupied orbital energy (spin up / spin down): -4.20 / -4.20 eV. As for the orbital gap (spin up / spin down): 0.2245 / 0.2240 Eh. As for the spin multiplicity: 1.

Each line ends with the Mulliken charge.
CARTESIAN COORDINATES (ANGSTROEM)
Ti1 1.007 0.382 -1.032  0.10
O1 1.582 -1.889 -4.055  -0.75
C1 1.629 -0.754 -3.627  -0.33
O2 2.188 -0.403 -2.494  -0.21
C2 0.999 0.393 -4.431  0.63
C3 1.559 1.741 -3.978  -0.64
C4 1.115 2.885 -4.891  -1.16
C5 -0.360 3.082 -4.460  -0.70
C6 -0.525 1.968 -3.437  0.30
O3 0.777 1.963 -2.785  0.98
C7 -0.532 0.591 -4.127  -0.10
C8 -1.116 -0.436 -3.169  -0.22
O4 -1.972 -1.228 -3.504  -0.76
O5 -0.631 -0.353 -1.958  0.39
H1 1.160 0.190 -5.489  0.59
H2 2.614 1.720 -3.722  0.69
H3 1.226 2.619 -5.943  0.41
H4 1.711 3.780 -4.706  0.30
H5 -1.070 2.981 -5.280  0.52
H6 -0.528 4.049 -3.987  0.22
H7 -1.305 2.138 -2.699  -0.37
H8 -1.125 0.591 -5.039  0.75
C9 -1.074 -2.762 -0.081  -1.32
C10 0.020 -3.328 -0.989  -1.10
As1 1.813 -3.199 -0.195  0.46
C11 1.602 -4.481 1.281  0.45
C12 0.639 -5.487 1.313  0.08
C13 0.524 -6.325 2.414  -0.88
C14 1.373 -6.170 3.502  -0.65
C15 2.333 -5.169 3.483  -0.58
C16 2.439 -4.330 2.382  -0.72
C17 2.801 -4.282 -1.480  0.11
C18 3.907 -3.683 -2.073  -0.32
C19 4.649 -4.366 -3.028  -0.67
C20 4.285 -5.651 -3.400  -0.46
C21 3.178 -6.252 -2.815  -0.72
C22 2.441 -5.569 -1.860  -0.20
As2 -0.537 -1.086 0.795  0.02
C23 0.107 -1.703 2.525  1.18
C24 1.306 -1.165 2.987  -0.05
C25 1.824 -1.566 4.212  -0.91
C26 1.153 -2.511 4.976  -0.62
C27 -0.034 -3.063 4.512  -0.84
C28 -0.552 -2.661 3.289  -0.82
C29 -2.258 -0.289 1.238  0.45
C30 -2.706 -0.136 2.546  -0.32
C31 -3.876 0.565 2.809  -1.38
C32 -4.603 1.120 1.766  -0.71
C33 -4.168 0.958 0.459  -1.09
C34 -3.002 0.256 0.194  -0.04
H9 -1.355 -3.474 0.697  0.79
H10 -1.957 -2.520 -0.674  0.68
H11 0.079 -2.756 -1.915  0.35
H12 -0.211 -4.355 -1.279  0.88
H13 -0.041 -5.620 0.481  0.28
H14 -0.233 -7.101 2.423  0.40
H15 1.280 -6.822 4.361  0.38
H16 2.992 -5.031 4.332  0.48
H17 3.176 -3.534 2.384  0.31
H18 4.166 -2.665 -1.811  0.39
H19 5.501 -3.886 -3.492  0.37
H20 4.855 -6.182 -4.152  0.36
H21 2.884 -7.252 -3.108  0.39
H22 1.580 -6.052 -1.412  0.24
H23 1.841 -0.448 2.370  -0.12
H24 2.761 -1.149 4.563  0.40
H25 1.561 -2.829 5.928  0.42
H26 -0.550 -3.813 5.097  0.40
H27 -1.480 -3.095 2.932  0.35
H28 -2.152 -0.578 3.366  0.50
H29 -4.212 0.689 3.832  0.39
H30 -5.502 1.688 1.972  0.71
H31 -4.718 1.403 -0.360  0.69
H32 -2.653 0.157 -0.826  0.21
N1 -0.191 1.812 4.310  -0.81
C35 -0.103 2.178 2.895  1.18
C36 -1.289 3.042 2.484  -0.80
O6 -1.872 3.680 3.514  -0.53
O7 -1.642 3.208 1.352  0.06
H33 -1.451 3.318 4.318  0.40
H34 0.724 1.585 4.675  0.29
H35 -0.756 0.978 4.417  0.20
H36 -0.016 1.340 2.197  -0.80
H37 0.786 2.792 2.743  0.69
F1 -6.125 4.382 3.141  -0.39
C37 -5.404 4.369 2.005  1.07
C38 -4.181 5.008 1.937  0.26
F2 -3.707 5.646 3.018  -0.44
C39 -3.456 4.982 0.763  0.26
F3 -2.266 5.610 0.774  -0.49
C40 -3.887 4.333 -0.399  0.41
S1 -2.915 4.254 -1.833  -0.53
C41 -5.136 3.717 -0.287  -0.06
F4 -5.660 3.055 -1.333  -0.52
C42 -5.879 3.724 0.879  0.25
F5 -7.067 3.093 0.933  -0.44
C43 2.822 5.100 -1.679  -1.27
N2 2.395 3.828 -1.160  0.32
C44 3.303 2.740 -0.836  -0.75
C45 2.333 1.781 -0.191  1.28
O8 2.569 0.678 0.420  -0.77
N3 1.082 2.380 -0.030  0.34
C46 1.157 3.554 -0.663  -0.26
N4 0.141 4.383 -0.781  0.39
H38 3.736 4.956 -2.253  0.38
H39 3.018 5.834 -0.890  0.29
H40 2.073 5.507 -2.361  0.42
H41 4.071 3.049 -0.114  0.46
H42 3.794 2.326 -1.720  0.28
H43 -0.826 4.082 -0.615  -0.91
H44 0.220 5.244 -1.293  0.29

=====

(3)
The following is a DFT calculation (ωB97M-V/def2-TZVPD) of a structure of composition C46H44Cl4N4O5W.

As for the highest occupied orbital energy: -7.90 eV. The calculation puts the relative energy (zero: lowest compared OMol25 entry of this formula, charge and spin) at 16.3 kcal/mol. As for the orbital gap: 0.2658 Eh. As for the spin multiplicity: 1.

Each line ends with the Mulliken charge.
CARTESIAN COORDINATES (ANGSTROEM)
W1 -1.119 0.351 -0.797  0.20
C1 4.369 2.770 0.233  -1.05
O1 3.851 1.530 0.679  0.31
C2 4.420 0.942 1.756  1.22
C3 5.516 1.445 2.445  -0.92
C4 6.051 0.741 3.516  -0.81
C5 5.500 -0.464 3.914  -0.81
C6 4.391 -0.959 3.242  -0.61
C7 3.845 -0.269 2.172  -0.20
N1 2.748 -0.827 1.471  0.28
C8 1.674 -0.117 1.011  -0.53
N2 1.362 0.938 1.775  0.61
C9 0.610 2.058 1.400  0.24
C10 -0.401 2.003 0.459  0.24
C11 -0.967 3.246 0.112  -0.68
C12 -0.596 4.427 0.713  -1.42
C13 0.371 4.438 1.717  -0.38
C14 0.983 3.251 2.047  0.83
O2 1.985 3.114 2.973  -0.27
C15 2.301 4.249 3.754  -1.15
N3 0.996 -0.486 -0.049  0.53
C16 1.465 -1.737 -0.602  -1.41
C17 0.995 -2.898 0.016  0.07
C18 1.379 -4.166 -0.372  -0.94
C19 2.296 -4.299 -1.406  -0.93
C20 2.832 -3.167 -1.984  -0.59
C21 2.459 -1.879 -1.584  0.27
O3 3.207 -0.904 -2.154  -0.48
C22 2.635 0.353 -2.490  -0.91
H1 3.752 3.064 -0.612  0.13
H2 5.409 2.673 -0.089  0.37
H3 4.296 3.530 1.016  0.38
H4 5.977 2.372 2.137  0.45
H5 6.912 1.144 4.035  0.43
H6 5.919 -1.013 4.746  0.40
H7 3.931 -1.893 3.542  0.48
H8 2.874 -1.751 1.089  0.39
H9 1.983 1.108 2.552  0.52
H10 -1.737 3.294 -0.649  0.40
H11 -1.070 5.356 0.421  0.44
H12 0.638 5.367 2.201  0.49
H13 3.060 3.928 4.463  0.28
H14 1.425 4.612 4.297  0.39
H15 2.703 5.059 3.139  0.39
H16 0.330 -2.775 0.853  0.32
H17 0.970 -5.032 0.133  0.48
H18 2.606 -5.279 -1.747  0.37
H19 3.585 -3.238 -2.757  0.51
H20 3.437 0.926 -2.950  0.27
H21 2.250 0.891 -1.629  0.22
H22 1.835 0.213 -3.218  0.54
Cl1 -1.766 2.050 -7.438  -0.21
C23 -1.167 1.911 -5.829  0.47
C24 0.077 2.444 -5.495  0.56
Cl2 1.011 3.263 -6.688  -0.21
C25 0.573 2.315 -4.196  0.86
Cl3 2.076 3.027 -3.739  -0.22
C26 -0.172 1.632 -3.246  -0.99
O4 0.192 1.352 -2.010  -0.25
C27 -1.453 1.155 -3.568  -1.07
O5 -2.065 0.553 -2.550  -0.61
C28 -1.942 1.274 -4.857  0.31
Cl4 -3.513 0.665 -5.218  -0.20
C29 -3.589 -1.408 2.773  -1.53
C30 -2.254 -2.158 2.672  0.19
C31 -1.060 -1.218 2.864  -1.60
C32 -2.272 -3.003 1.406  1.17
C33 -2.551 -4.351 1.585  -1.00
C34 -2.677 -5.225 0.520  -1.33
C35 -2.535 -4.733 -0.765  -1.06
C36 -2.259 -3.396 -1.005  0.61
C37 -2.227 -2.951 -2.455  0.54
C38 -0.925 -2.267 -2.891  -1.46
C39 -3.499 -2.143 -2.750  -1.35
C40 -2.116 -2.499 0.090  0.11
N4 -1.778 -1.185 -0.140  1.57
H23 -3.635 -0.825 3.696  0.41
H24 -4.422 -2.113 2.766  0.44
H25 -3.706 -0.733 1.927  0.18
H26 -2.213 -2.872 3.499  0.71
H27 -0.969 -0.513 2.044  0.04
H28 -0.125 -1.780 2.948  0.39
H29 -1.193 -0.654 3.788  0.56
H30 -2.679 -4.722 2.595  0.45
H31 -2.896 -6.271 0.689  0.41
H32 -2.646 -5.402 -1.609  0.44
H33 -2.291 -3.858 -3.063  0.81
H34 -0.680 -1.435 -2.225  0.38
H35 -1.022 -1.884 -3.908  0.57
H36 -0.090 -2.968 -2.847  0.45
H37 -3.561 -1.259 -2.121  0.13
H38 -4.378 -2.760 -2.549  0.46
H39 -3.525 -1.831 -3.794  0.36
C41 -5.389 2.322 0.980  -0.87
C42 -5.266 2.018 -0.365  -0.65
C43 -4.082 1.483 -0.861  -0.21
C44 -2.984 1.226 -0.038  0.54
C45 -3.140 1.539 1.318  -0.15
C46 -4.313 2.074 1.822  -0.57
H40 -6.308 2.742 1.369  0.35
H41 -6.093 2.197 -1.041  0.45
H42 -4.029 1.267 -1.920  0.38
H43 -2.323 1.372 2.010  0.43
H44 -4.387 2.302 2.879  0.46

=====

(4)
The following is a DFT calculation (ωB97M-V/def2-TZVPD) of a structure of composition C46H44KN3O2P2S2Se3Te.

The charge is -2. As for the highest occupied orbital energy: -2.07 eV. The calculation puts the relative energy (zero: lowest compared OMol25 entry of this formula, charge and spin) at 0.0 kcal/mol. As for the orbital gap: 0.2155 Eh. As for the spin multiplicity: 1.

Each line ends with the Mulliken charge.
CARTESIAN COORDINATES (ANGSTROEM)
K1 1.789 0.090 -0.699  0.91
O1 -2.191 -0.091 2.801  -0.90
S1 -1.294 -0.172 1.579  1.17
C1 -1.525 1.456 0.826  -0.06
C2 -1.687 2.556 1.657  -0.36
C3 -2.084 3.771 1.128  -0.78
C4 -2.343 3.879 -0.228  -0.93
C5 -2.191 2.779 -1.059  -0.99
C6 -1.793 1.543 -0.552  0.57
P1 -1.483 0.072 -1.638  1.30
C7 -2.903 -1.033 -1.197  0.58
C8 -2.940 -2.264 -1.860  -0.44
C9 -3.966 -3.168 -1.629  -0.73
C10 -4.968 -2.864 -0.715  -0.44
C11 -4.930 -1.653 -0.037  -0.70
C12 -3.907 -0.743 -0.279  0.08
C13 -2.135 0.659 -3.273  -0.19
C14 -3.481 0.954 -3.513  -0.14
C15 -3.896 1.407 -4.755  -0.66
C16 -2.970 1.573 -5.784  -0.46
C17 -1.635 1.276 -5.563  -0.75
C18 -1.221 0.818 -4.313  0.30
C19 0.350 -0.403 2.126  0.59
C20 0.679 0.178 3.497  -0.72
C21 1.777 -0.591 4.185  -1.05
C22 2.368 -1.660 3.640  -1.27
C23 1.972 -2.205 2.358  -2.06
C24 0.912 -1.640 1.708  0.68
P2 0.119 -2.527 0.267  1.99
C25 -1.107 -3.537 1.216  0.50
C26 -1.868 -4.460 0.493  -0.21
C27 -2.842 -5.230 1.111  -0.79
C28 -3.084 -5.081 2.472  -0.61
C29 -2.341 -4.164 3.199  -0.80
C30 -1.358 -3.399 2.577  -0.18
C31 1.349 -3.840 -0.146  -0.05
C32 2.156 -3.579 -1.255  -0.52
C33 3.147 -4.474 -1.645  -0.59
C34 3.325 -5.655 -0.942  -0.50
C35 2.509 -5.940 0.151  -0.62
C36 1.530 -5.039 0.547  -0.39
H1 -1.503 2.458 2.716  0.32
H2 -2.172 4.635 1.777  0.33
H3 -2.641 4.830 -0.653  0.33
H4 -2.368 2.892 -2.120  0.34
H5 -2.146 -2.511 -2.559  0.32
H6 -3.977 -4.117 -2.153  0.39
H7 -5.762 -3.575 -0.519  0.35
H8 -5.693 -1.416 0.695  0.40
H9 -3.885 0.192 0.271  0.32
H10 -4.208 0.827 -2.718  0.36
H11 -4.943 1.632 -4.924  0.39
H12 -3.296 1.932 -6.754  0.36
H13 -0.903 1.399 -6.352  0.46
H14 -0.170 0.585 -4.151  -0.27
H15 -0.223 0.114 4.105  0.46
H16 2.059 -0.232 5.171  0.36
H17 3.171 -2.158 4.180  0.28
H18 2.258 -3.224 2.139  0.57
H19 -1.691 -4.574 -0.573  0.51
H20 -3.422 -5.936 0.528  0.41
H21 -3.854 -5.671 2.958  0.35
H22 -2.527 -4.031 4.258  0.41
H23 -0.787 -2.689 3.163  0.10
H24 2.016 -2.670 -1.837  0.15
H25 3.770 -4.238 -2.498  0.47
H26 4.095 -6.356 -1.243  0.36
H27 2.643 -6.864 0.702  0.40
H28 0.907 -5.266 1.404  0.42
Se1 4.776 1.458 -1.561  -0.59
Se2 4.238 2.692 -5.296  -0.75
Te1 4.489 0.672 -3.880  0.28
Se3 2.278 -0.454 -3.860  -0.56
C37 3.039 1.713 1.979  0.53
C38 2.029 2.310 2.921  0.66
C39 1.975 3.611 3.353  -0.86
C40 0.890 3.730 4.267  -1.17
C41 0.307 2.494 4.374  0.67
C42 -0.848 2.072 5.228  -1.34
N1 0.983 1.633 3.531  0.99
H29 4.051 1.943 2.323  0.45
H30 2.941 2.146 0.974  -0.62
H31 2.966 0.629 1.898  -0.69
H32 2.632 4.400 3.014  0.39
H33 0.565 4.620 4.788  0.45
H34 -1.297 2.967 5.662  0.35
H35 -0.539 1.422 6.054  0.25
H36 -1.618 1.537 4.667  0.29
O2 4.916 -1.794 0.856  -0.30
C43 3.916 -1.372 0.581  0.17
C44 0.908 3.113 -3.303  -0.84
N2 2.071 3.852 -2.855  0.30
C45 2.255 4.193 -1.577  -0.35
S2 1.140 3.828 -0.345  0.04
N3 3.390 4.893 -1.307  -0.08
C46 4.442 5.131 -2.283  -0.99
H37 1.102 2.796 -4.327  0.28
H38 0.008 3.731 -3.253  0.20
H39 0.744 2.225 -2.694  0.22
H40 2.881 3.767 -3.470  0.06
H41 3.645 4.843 -0.336  0.27
H42 4.025 5.616 -3.167  0.32
H43 4.941 4.211 -2.594  0.29
H44 5.171 5.807 -1.836  0.34

=====

no.,largest force on an atom (eV/A)
1,0.5
2,0.9
3,1.7
4,1.1